#a
23
Properties=species:S:1:pos:R:3:mulliken_charge:R:1 method="wB97M-V/def2-TZVPD" molar_mass_g_mol=121.2 lumo_energy_ev=0.5 gap_ev=9.314 total_charge=0 smiles="C=CCCNC.O.O"
C -3.155 -1.695 0.652 -0.8955
C -1.899 -2.072 0.536 -0.0265
C -0.971 -1.747 -0.605 -0.9178
C -0.132 -0.490 -0.539 -0.2538
N 0.702 -0.417 0.701 -0.3253
C 0.712 0.907 1.381 -0.6470
H -3.842 -1.236 -0.055 0.2683
H -3.818 -2.072 1.432 0.2600
H -1.520 -2.754 1.295 0.3497
H -0.329 -2.612 -0.754 0.3217
H -1.627 -1.675 -1.482 0.4297
H 0.524 -0.589 -1.415 0.2200
H -0.611 0.474 -0.668 0.2680
H 0.377 -1.146 1.319 0.2472
H 0.175 1.583 0.724 0.2109
H 1.758 1.227 1.416 0.2316
H 0.337 0.922 2.401 0.2818
O 3.017 0.763 -1.770 -0.6824
H 2.812 1.705 -1.737 0.3348
H 2.489 0.271 -1.147 0.3243
O 1.849 3.295 -0.821 -0.6224
H 0.956 3.681 -0.833 0.3100
H 2.198 3.678 -0.030 0.3128

=====

#b
23
Properties=species:S:1:pos:R:3:mulliken_charge:R:1 method="wB97M-V/def2-TZVPD" molar_mass_g_mol=121.2 lumo_energy_ev=0.9 gap_ev=9.650 total_charge=0 smiles="CCC/C=C/N.O.O"
C 1.707 -1.660 -0.400 -0.9909
C 2.312 -0.750 0.700 -0.4995
C 1.919 0.703 0.280 -0.8464
C 0.417 0.915 0.327 -0.2893
C -0.208 1.529 -0.685 -0.1821
N -1.662 1.636 -0.755 -0.7337
H 2.092 -2.690 -0.318 0.3092
H 0.635 -1.655 -0.230 0.2391
H 1.857 -1.416 -1.448 0.3160
H 3.363 -0.945 0.886 0.3669
H 1.770 -0.972 1.623 0.2668
H 2.282 0.949 -0.717 0.3624
H 2.358 1.408 0.985 0.3088
H -0.037 0.858 1.312 0.4098
H 0.269 2.232 -1.361 0.3469
H -2.056 1.424 0.169 0.2271
H -1.730 2.660 -0.739 0.3056
O -2.748 -0.347 1.642 -0.6679
H -2.677 -0.941 0.887 0.3606
H -1.864 -0.307 2.004 0.3105
O -2.501 -1.092 -1.139 -0.6611
H -2.478 -0.123 -1.152 0.4494
H -3.019 -1.417 -1.871 0.2918

=====

#c
23
Properties=species:S:1:pos:R:3:mulliken_charge:R:1 method="wB97M-V/def2-TZVPD" molar_mass_g_mol=121.2 lumo_energy_ev=0.8 gap_ev=10.689 total_charge=0 smiles=CC(C)(C)C.ONO
C -1.738 -0.549 0.030 -1.5654
C -0.800 0.644 -0.135 1.9020
C -0.069 0.568 -1.474 -1.5730
C 0.258 0.636 1.063 -1.4766
C -1.591 1.947 -0.060 -1.8399
H -1.176 -1.473 0.141 0.3370
H -2.355 -0.432 0.916 0.3860
H -2.392 -0.643 -0.834 0.3923
H 0.426 -0.395 -1.602 0.3887
H -0.778 0.696 -2.292 0.4166
H 0.683 1.354 -1.551 0.3717
H 0.838 -0.251 1.294 0.3057
H -0.288 0.820 1.985 0.4169
H 0.949 1.464 0.918 0.3711
H -2.342 1.985 -0.846 0.4220
H -2.096 2.041 0.899 0.4160
H -0.929 2.803 -0.180 0.3996
O 2.744 -1.420 -0.703 -0.2903
N 1.887 -2.280 -0.008 -0.2735
O 2.238 -2.281 1.362 -0.3922
H 2.638 -0.506 -0.382 0.3169
H 0.921 -1.824 0.004 0.2340
H 2.974 -2.902 1.456 0.3344

=====

Most stable: #b (next structure +57.9 kJ/mol)